No. 1
Below is C33H58BFeN6S3 as an isolated structure in a non-equilibrium geometry, with properties calculated with ωB97M-V/def2-TZVPD.

Summary:
Spin multiplicity = 5
Lowest unoccupied orbital energy (spin up / spin down) = -2.016 / -2.531 eV
Energy = -4103.78347 a.u.
Frontier orbital gap (spin up / spin down) = 8.671 / 8.155 eV
⟨S²⟩ = 6.011
Charge = +1
Highest occupied orbital energy (spin up / spin down) = -0.3927 / -0.3927 Eh

Structure (XYZ):
```
102
Properties=species:S:1:pos:R:3:lowdin_spin:R:1
Fe -0.1604 0.0960 1.4991 3.683
C -2.8523 1.3546 3.5831 0.005
C -2.7371 2.2198 2.2771 0.004
C -3.8002 3.3307 2.2906 0.000
C -2.9092 1.4028 1.0594 0.019
C -3.9934 1.1240 0.2028 0.006
C -3.5297 0.2063 -0.7221 0.013
C -4.3315 -0.4603 -1.8199 0.002
C -4.3661 -1.9746 -1.6073 0.001
C -3.8972 -0.1793 -3.2412 0.001
N -2.2094 0.0117 -0.4568 0.002
N -1.8657 0.6842 0.6704 0.047
B -1.1332 -0.9474 -1.0936 0.000
N -0.9012 -2.1654 -0.1739 0.001
N -0.7784 -1.8983 1.1563 0.041
C -0.3085 -2.9738 1.7434 0.013
C -0.0968 -3.9329 0.7616 0.005
C -0.5470 -3.4153 -0.4354 0.008
C -0.7130 -4.3552 -1.6578 0.001
C -0.6615 -3.7261 -3.0351 0.000
C -1.9779 -5.2306 -1.4976 0.001
C -0.0130 -3.0554 3.2225 0.001
C -0.2135 -1.7104 3.9679 0.012
C -0.8378 -4.1396 3.9444 0.000
N 0.2916 -0.2025 -1.1973 0.007
N 1.0924 -0.3395 -0.0660 0.050
C 2.3417 -0.2154 -0.4063 0.010
C 2.3973 0.0386 -1.7958 0.006
C 1.1121 0.0174 -2.2674 0.005
C 0.8248 0.3254 -3.7172 0.001
C -0.6047 0.4006 -4.2726 0.000
C 1.7541 -0.6396 -4.4777 0.000
C 3.5543 -0.4794 0.4916 0.001
C 4.1922 -1.7665 -0.0670 0.000
C 3.1566 -0.6250 1.9608 0.006
H -2.9482 2.0004 4.4602 0.000
H -2.0003 0.6816 3.6796 0.003
H -3.7458 0.7018 3.4872 0.000
H -1.7486 2.6804 2.1985 0.001
H -4.8435 2.9321 2.4056 0.000
H -3.7796 3.9332 1.3798 0.000
H -3.5258 4.0294 3.0749 0.000
H -4.9565 1.5831 0.3139 0.000
H -5.3218 -0.0340 -1.7182 0.000
H -3.3322 -2.3365 -1.4714 0.000
H -4.8786 -2.4535 -2.4509 0.000
H -4.9624 -2.2386 -0.7301 0.000
H -2.8837 -0.4897 -3.4927 0.000
H -4.0463 0.8821 -3.4625 0.000
H -4.6469 -0.7057 -3.8380 0.000
H -1.5091 -1.2531 -2.1504 0.000
H 0.2168 -4.9555 0.8875 0.000
H 0.1652 -4.9846 -1.5388 0.000
H -1.5530 -3.2309 -3.2553 0.000
H -0.4413 -4.4987 -3.7411 0.000
H 0.1534 -2.9925 -3.1061 0.000
H -2.9112 -4.6944 -1.2220 0.000
H -1.8031 -6.0094 -0.7380 0.000
H -2.2327 -5.6696 -2.4556 0.000
H 1.0644 -3.2733 3.3596 0.000
H -1.2483 -1.3695 3.9590 0.001
H 0.3576 -0.8680 3.5998 0.004
H 0.1125 -1.8476 4.9715 0.001
H -1.8796 -3.8157 4.0731 0.000
H -0.4433 -4.2441 4.9345 0.000
H -0.7032 -5.1437 3.4438 0.000
H 3.3035 0.2306 -2.3745 0.001
H 1.2636 1.3277 -3.8258 0.000
H -1.0054 -0.6069 -4.3019 0.000
H -0.5162 0.7528 -5.2835 0.000
H -1.2938 1.0120 -3.6640 0.000
H 1.5311 -1.6869 -4.3275 0.000
H 2.7769 -0.4662 -4.1677 0.000
H 1.7320 -0.4787 -5.5783 0.000
H 4.2949 0.3282 0.3391 0.000
H 3.5419 -2.5762 0.2296 0.000
H 5.1833 -1.8370 0.3418 0.000
H 4.2402 -1.7328 -1.1568 0.000
H 2.6815 -1.5744 2.0816 0.000
H 2.5064 0.1961 2.2817 0.002
H 4.0150 -0.5816 2.6131 0.001
C 2.5869 4.6854 2.4988 0.002
C 1.5065 3.6122 2.7605 0.005
S 1.4178 2.3045 1.4740 0.024
C 1.1898 3.0492 -0.1860 0.001
C 2.2244 4.0409 -0.7330 0.000
S 3.8773 3.2487 -0.9010 0.000
C 4.9890 4.5762 -0.4029 0.000
C 4.8898 5.1428 1.0032 0.000
S 4.2852 4.0697 2.3350 0.000
H 2.5313 5.3175 3.3949 0.000
H 2.3331 5.2822 1.6312 0.000
H 0.5744 4.1130 2.9046 0.000
H 1.7428 3.1073 3.6967 0.000
H 0.2153 3.5344 -0.2692 0.000
H 1.0279 2.2080 -0.8884 0.000
H 2.3442 4.9268 -0.1373 0.000
H 1.8929 4.2376 -1.7297 0.000
H 4.9050 5.4471 -1.0923 0.000
H 5.9612 4.1010 -0.5579 0.000
H 4.3575 6.0841 1.0170 0.000
H 5.8893 5.5099 1.2943 0.000
```

No. 2
Below is a 7-piece molecular cluster, C7H28O7 overall in a non-equilibrium geometry, with properties calculated with ωB97M-V/def2-TZVPD.

Summary:
Structure (SMILES) = CO.CO.CO.CO.CO.CO.CO
Lowest unoccupied orbital energy = 0.222 eV
Energy = -810.03564 a.u.
Frontier orbital gap = 10.079 eV
Highest occupied orbital energy = -0.3623 Eh

Structure (XYZ):
```
42
Properties=species:S:1:pos:R:3:lowdin_charge:R:1
C -0.1481 -2.8462 2.3021 -0.159
O -0.3668 -3.3333 3.6300 -0.123
H 0.0497 -1.7828 2.4322 0.052
H 0.7360 -3.3146 1.8668 0.079
H -1.0018 -2.9430 1.6292 0.075
H -0.4962 -4.2849 3.6077 0.071
C 0.7068 0.1983 -0.1495 -0.148
O -0.2793 0.9984 0.4701 -0.126
H 1.5077 -0.0875 0.5347 0.065
H 0.2512 -0.7292 -0.5082 0.074
H 1.2849 0.6466 -0.9624 0.081
H -0.9641 1.1254 -0.2077 0.030
C -0.3334 2.5387 -4.2452 -0.185
O 0.2417 2.4868 -2.9740 -0.118
H -1.2009 3.1932 -4.3705 0.075
H 0.3786 2.8050 -5.0263 0.081
H -0.6506 1.5297 -4.5347 0.063
H -0.4282 2.1428 -2.3711 0.026
C 0.5838 -1.3885 -4.0942 -0.162
O 1.1225 -0.6816 -5.1935 -0.118
H 1.3361 -2.0038 -3.6006 0.082
H 0.0852 -0.7482 -3.3659 0.055
H -0.1972 -2.0269 -4.5194 0.076
H 1.9625 -1.0784 -5.4303 0.074
C -0.8598 0.7748 4.0878 -0.145
O -0.1461 1.7669 3.3296 -0.136
H -0.1265 0.3119 4.7488 0.065
H -1.6775 1.2445 4.6342 0.073
H -1.2766 -0.0179 3.4643 0.068
H -0.2839 1.5213 2.4073 0.021
C -2.8754 0.5034 -1.8147 -0.091
O -2.0827 1.6472 -1.4978 -0.148
H -3.8920 0.7126 -1.4818 0.090
H -2.9107 0.3365 -2.8918 0.085
H -2.4596 -0.3725 -1.3196 0.085
H -2.6050 2.4218 -1.2783 0.115
C 2.7773 -0.5245 3.6204 -0.176
O 3.4659 0.3742 4.4548 -0.110
H 3.4008 -1.3723 3.3348 0.081
H 1.8636 -0.8841 4.0970 0.066
H 2.5835 -0.0258 2.6661 0.065
H 2.9245 1.1659 4.5199 0.074
```

No. 3
Below is a 2-piece molecular cluster, ClH2O2PS overall in a non-equilibrium geometry, with properties calculated with ωB97M-V/def2-TZVPD.

Summary:
Structure (SMILES) = O=PO.SCl
Lowest unoccupied orbital energy = -0.187 eV
Energy = -1351.43246 a.u.
Frontier orbital gap = 9.384 eV
Highest occupied orbital energy = -0.3517 Eh

Structure (XYZ):
```
7
Properties=species:S:1:pos:R:3:lowdin_charge:R:1
O 1.6985 -1.2786 2.1168 -0.453
P 1.9752 -1.1576 0.6984 0.750
O 3.2792 -2.1307 0.4492 -0.323
H 3.6961 -2.2488 -0.3982 0.027
S -3.2689 1.5942 -1.1654 0.218
Cl -2.8807 3.3042 -0.1377 -0.008
H -4.4993 1.9174 -1.5631 -0.211
```

No. 4
Below is a 3-piece molecular cluster, C2H10N6 overall in a non-equilibrium geometry, with properties calculated with ωB97M-V/def2-TZVPD.

Summary:
Lowest unoccupied orbital energy = -6.808 eV
Energy = -410.04575 a.u.
Frontier orbital gap = 10.237 eV
Charge = +2
Highest occupied orbital energy = -0.6264 Eh

Structure (XYZ):
```
18
Properties=species:S:1:pos:R:3:lowdin_charge:R:1
C 1.9466 0.6468 -0.9297 -0.253
C -0.3434 0.6165 0.7344 -0.313
N 1.6913 1.5699 -1.5870 0.320
N 0.2786 1.0633 1.8200 0.170
N 2.3309 -0.2107 -0.1084 0.008
N -1.1098 0.3650 -0.1215 0.136
N 3.6186 -0.5505 0.1894 0.144
N -3.7824 -0.3472 -0.7043 0.317
H 1.4492 1.8827 -2.4947 0.126
H 1.2122 1.3439 1.6816 0.083
H -0.0995 1.2319 2.6832 0.097
H -4.0970 0.1171 -1.5319 0.145
H 3.7025 -1.1513 1.0604 0.214
H 4.1779 -0.8837 -0.6138 0.192
H 4.2601 0.3471 0.5174 0.262
H -4.3120 0.0167 0.0165 0.114
H -3.9558 -1.3785 -0.7996 0.187
H -2.7569 -0.2233 -0.5407 0.052
```

No. 5
Below is C6H8O6Tl as an isolated structure in a non-equilibrium geometry, with properties calculated with ωB97M-V/def2-TZVPD.

Summary:
Spin multiplicity = 2
Lowest unoccupied orbital energy (spin up / spin down) = 0.190 / -2.735 eV
Energy = -857.21539 a.u.
Frontier orbital gap (spin up / spin down) = 9.421 / 6.747 eV
⟨S²⟩ = 0.756
Highest occupied orbital energy (spin up / spin down) = -0.3392 / -0.3485 Eh

Structure (XYZ):
```
21
Properties=species:S:1:pos:R:3:lowdin_spin:R:1
O -1.1268 -0.4306 -0.8454 0.023
O 0.2962 0.5596 0.4570 0.085
C -0.0444 -0.5318 -0.0632 0.116
C -1.5183 -1.5841 -1.5951 0.003
C -2.9814 -1.4672 -1.9601 0.000
H -0.8981 -1.6359 -2.5028 0.000
H -1.3255 -2.4855 -0.9963 0.000
H -3.1721 -0.5471 -2.5298 0.000
H -3.2711 -2.3215 -2.5875 0.000
H -3.6152 -1.4637 -1.0629 0.000
C 1.2841 -1.5018 3.9524 0.011
C 2.7908 -1.6526 4.2416 0.018
O 3.1955 -0.3903 4.7772 0.006
C 2.1240 0.3457 5.0915 0.001
O 1.0025 -0.2502 4.7394 0.002
O 2.2009 1.4178 5.6400 0.000
O 0.8713 -1.4231 2.6680 0.205
H 0.6987 -2.2609 4.5009 0.007
H 3.3636 -1.8474 3.3265 0.016
H 3.0065 -2.4372 4.9780 0.000
Tl 1.7613 -0.7206 1.1331 0.504
```

No. 6
Below is an isolated ion of composition C5H8N and charge +1 in a non-equilibrium geometry, with properties calculated with ωB97M-V/def2-TZVPD.

Summary:
Spin multiplicity = 3
Lowest unoccupied orbital energy (spin up / spin down) = -4.865 / -9.337 eV
Energy = -249.50763 a.u.
Frontier orbital gap (spin up / spin down) = 5.259 / 5.721 eV
⟨S²⟩ = 2.008
Charge = +1
Highest occupied orbital energy (spin up / spin down) = -0.3720 / -0.5534 Eh

Structure (XYZ):
```
14
Properties=species:S:1:pos:R:3:lowdin_spin:R:1
C 0.2480 -0.7394 0.0413 0.093
C -1.6891 0.7546 0.2007 0.551
C 2.1723 0.4066 -0.7799 0.446
C -1.2594 -0.6164 -0.0875 0.074
C 0.9615 0.5186 -0.2957 0.330
N -1.9464 -0.1026 1.0783 0.340
H 0.3702 -0.9804 1.1027 0.034
H 0.7727 -1.6171 -0.3616 0.007
H 2.5409 -0.6749 -0.9314 0.017
H -1.4057 1.7893 -0.0178 0.042
H -2.1711 -0.2814 2.0764 0.010
H 2.9212 1.1014 -0.8871 0.022
H -1.9071 -1.0177 -0.7706 0.016
H 0.3920 1.4594 -0.3678 0.017
```